{"formula": "C2H2N2O2S", "method": "ωB97M-V/def2-TZVPD", "total_charge": 0, "gap_ev": [5.13, 5.13], "spin_multiplicity": 1, "homo_ev": [-8.048, -8.049], "e_above_lowest_kj_mol": 504.3, "species": ["C", "C", "N", "N", "O", "O", "S", "H", "H"], "xyz": [[-0.4407, 1.2920, 0.1597], [0.6622, 0.2033, -0.0278], [-1.5701, 0.8400, -0.0256], [0.1042, -1.0189, 0.0432], [1.7834, 0.5709, -0.3053], [0.8853, -2.1385, 0.0858], [-2.7763, -0.0961, -0.0538], [-0.3094, 2.3155, 0.5242], [1.6614, -1.9681, -0.4005]], "forces_ev_per_a": [[-0.01, -0.51, 0.54], [0.22, -2.32, -0.05], [-1.69, -0.46, -0.17], [-1.39, 1.77, 0.52], [1.16, 0.61, -0.21], [-1.15, 0.08, 0.73], [0.40, 0.63, -0.03], [0.40, -0.35, -0.35], [2.06, 0.55, -0.98]], "mulliken_charge": [-0.1188, 0.5480, 0.0580, -0.3554, -0.6179, -0.3419, 0.1467, 0.3596, 0.3217]}

{"formula": "C36H29F11N9O3Re", "method": "ωB97M-V/def2-TZVPD", "total_charge": 1, "gap_ev": [5.11, 5.65], "spin_multiplicity": 2, "s2": 0.76, "homo_ev": [-8.801, -9.346], "e_above_lowest_kj_mol": 220.1, "species": ["Re", "C", "N", "C", "C", "N", "C", "C", "F", "C", "F", "C", "F", "C", "F", "C", "F", "C", "C", "N", "C", "C", "F", "C", "F", "C", "F", "C", "F", "C", "F", "H", "H", "H", "H", "H", "H", "H", "H", "H", "H", "H", "F", "C", "C", "C", "C", "O", "C", "C", "N", "C", "C", "C", "C", "C", "C", "N", "C", "C", "N", "C", "C", "C", "O", "O", "H", "H", "H", "H", "H", "H", "H", "H", "H", "H", "H", "H", "H", "H", "H", "H", "H", "H", "N", "C", "N", "C", "N"], "xyz": [[-0.0281, -0.3184, -0.1965], [0.5023, 2.5835, 0.8626], [-0.3125, 1.3946, 1.2002], [-1.7446, 1.6824, 1.0151], [-2.0513, 1.7341, -0.4954], [-0.9952, 1.0537, -1.2578], [-0.7192, 1.5622, -2.5556], [-0.4653, 2.9150, -2.7842], [-0.4931, 3.8007, -1.7639], [-0.1463, 3.4332, -4.0221], [0.0878, 4.7392, -4.1512], [-0.0512, 2.6020, -5.1150], [0.2576, 3.0892, -6.3068], [-0.2995, 1.2574, -4.9443], [-0.2387, 0.4332, -5.9853], [-0.6351, 0.7612, -3.6983], [-0.8853, -0.5428, -3.6380], [0.0436, 0.9066, 2.5494], [1.4079, 0.2511, 2.4288], [1.4681, -0.4944, 1.1545], [2.6845, -1.1434, 0.8522], [3.9423, -0.5511, 0.9437], [4.0691, 0.7433, 1.2786], [5.1191, -1.2156, 0.6406], [6.2843, -0.5774, 0.7405], [5.0817, -2.5207, 0.1990], [6.1979, -3.1694, -0.1122], [3.8515, -3.1351, 0.0763], [3.7786, -4.4065, -0.3259], [2.6962, -2.4534, 0.4028], [1.5496, -3.1589, 0.3090], [0.1494, 3.4436, 1.4397], [0.4219, 2.7991, -0.1927], [1.5448, 2.3919, 1.0953], [-2.0097, 2.6221, 1.5112], [-2.3048, 0.8791, 1.4901], [-2.1684, 2.7677, -0.8180], [-3.0113, 1.2320, -0.6577], [-0.7165, 0.1914, 2.8485], [0.0590, 1.7268, 3.2749], [1.5787, -0.4093, 3.2878], [2.1748, 1.0187, 2.4780], [-2.4582, -2.2093, 5.9912], [-2.3523, -2.9827, 4.8909], [-2.0237, -2.4108, 3.7013], [-1.9528, -3.1954, 2.5482], [-1.5542, -2.5840, 1.2754], [-1.2919, -1.3514, 1.2589], [-1.4725, -3.4509, 0.1671], [-1.7787, -4.7729, 0.3263], [-2.1656, -5.3377, 1.4802], [-2.4303, -6.7658, 1.5267], [-3.8356, -7.2287, 1.7674], [-3.2096, -7.3793, 0.4128], [-2.2315, -4.5614, 2.6324], [-2.5338, -5.1334, 3.8739], [-2.5916, -4.3601, 5.0103], [-2.9122, -4.9692, 6.2660], [-4.3468, -5.0540, 6.5497], [-4.5386, -5.8821, 7.8348], [-3.2598, -6.6318, 8.0917], [-2.1492, -5.6778, 8.4522], [-2.1850, -4.5117, 7.4493], [-1.0858, -3.0205, -1.2132], [-1.1887, -3.7850, -2.1372], [-0.6953, -1.7666, -1.3419], [-1.8285, -1.3502, 3.6444], [-1.7094, -5.4199, -0.5375], [-1.6190, -7.3421, 1.9532], [-4.5923, -6.4626, 1.8723], [-3.9809, -8.1100, 2.3763], [-3.5697, -6.7302, -0.3728], [-2.9041, -8.3613, 0.0840], [-2.7068, -6.1988, 3.9558], [-4.8411, -5.5329, 5.7065], [-4.8008, -4.0681, 6.6944], [-5.3493, -6.6003, 7.7463], [-4.7140, -5.2623, 8.7109], [-2.9904, -7.0989, 7.2223], [-3.3793, -7.3390, 8.8171], [-1.2184, -6.2386, 8.4154], [-2.3281, -5.3485, 9.4730], [-1.1679, -4.2480, 7.1726], [-2.6418, -3.6317, 7.9072], [1.4656, 0.2331, -1.3995], [2.3426, 0.5380, -2.1099], [3.2921, 0.8674, -2.8753], [3.0470, 1.7776, -3.8288], [2.8585, 2.5599, -4.6563]], "forces_ev_per_a": [[0.18, 0.64, 0.78], [0.04, -0.03, 0.07], [0.22, -0.22, -0.18], [0.07, 0.01, -0.02], [-0.12, 0.16, -0.24], [-0.40, -0.37, 0.09], [0.00, 0.10, 0.29], [0.06, 0.20, 0.00], [-0.01, -0.03, -0.06], [-0.04, 0.30, 0.04], [0.00, -0.11, 0.02], [-0.02, 0.09, -0.27], [-0.04, -0.05, 0.07], [-0.05, 0.05, 0.02], [0.03, -0.05, -0.04], [-0.06, -0.18, 0.11], [-0.07, -0.08, 0.13], [0.00, 0.03, -0.19], [0.09, -0.45, -0.05], [-0.30, -0.42, 0.08], [-0.29, 0.75, 0.23], [0.32, 0.31, -0.08], [-0.21, -0.05, 0.06], [0.07, 0.24, 0.05], [-0.10, -0.07, -0.01], [-0.01, -0.10, -0.08], [-0.01, 0.00, 0.02], [0.01, -0.21, -0.06], [0.01, 0.07, 0.02], [-0.16, -0.60, -0.07], [-0.07, 0.20, 0.05], [0.02, -0.02, 0.02], [-0.03, 0.00, 0.01], [0.04, -0.03, -0.03], [-0.01, 0.00, -0.06], [0.03, -0.03, 0.02], [-0.02, -0.03, 0.01], [0.00, 0.07, -0.04], [0.03, 0.01, -0.03], [0.02, 0.00, -0.05], [-0.04, -0.03, -0.03], [0.20, 0.04, -0.01], [-0.01, -0.06, -0.01], [-0.07, -0.08, 0.09], [0.03, 0.13, -0.03], [0.05, 0.15, -0.18], [0.11, 0.27, 0.18], [-0.15, 0.16, -0.20], [-0.04, -0.20, 0.03], [0.03, 0.03, -0.02], [-0.01, -0.07, 0.10], [0.08, 0.16, 0.06], [-0.07, 0.00, 0.01], [-0.04, -0.04, -0.06], [0.01, -0.18, -0.19], [-0.02, -0.21, 0.07], [-0.02, 0.14, 0.15], [-0.01, -0.06, 0.01], [0.07, 0.02, 0.00], [0.10, -0.04, -0.03], [-0.03, 0.06, 0.00], [-0.07, -0.05, -0.04], [0.01, -0.06, -0.06], [0.10, 0.82, -0.12], [0.01, -0.18, -0.04], [0.37, -0.98, -0.05], [-0.01, 0.00, -0.01], [0.00, -0.01, -0.02], [0.03, 0.02, 0.01], [0.00, 0.00, -0.01], [0.00, -0.01, 0.00], [-0.01, 0.00, 0.00], [0.00, 0.00, 0.00], [0.01, 0.07, 0.00], [0.00, -0.02, -0.01], [-0.02, 0.04, -0.01], [-0.01, -0.01, 0.00], [0.01, 0.01, 0.02], [-0.01, 0.02, 0.03], [-0.01, 0.04, -0.02], [0.00, -0.03, -0.03], [0.02, -0.01, 0.02], [0.02, 0.03, 0.00], [-0.03, 0.03, 0.01], [0.16, -0.17, -0.12], [-0.45, 0.23, -0.10], [0.33, 0.28, -0.40], [0.01, -0.43, 0.46], [0.12, 0.09, -0.09]], "mulliken_charge": [1.9580, -0.7256, 0.2148, -0.6977, -0.5965, -0.0857, -0.7746, 0.3193, -0.4201, 0.3140, -0.3358, 0.5494, -0.3363, 0.4870, -0.3192, 0.3664, -0.3104, -0.0007, -0.9582, 0.6007, -1.0367, 0.7680, -0.3387, 0.2636, -0.2980, 0.7715, -0.2977, -0.0793, -0.3082, 0.0331, -0.1050, 0.3195, -0.0138, 0.2597, 0.6062, 0.0209, 0.4731, 0.4432, -0.5410, 0.4569, 0.5115, 0.4784, -0.3484, 0.0342, -0.7311, 1.4249, 0.6150, -0.7870, -0.3202, -0.3952, 0.3184, -0.3543, -0.4009, -0.9702, -0.2174, -0.7557, -1.6318, 0.4770, -0.5145, -0.6141, -0.1530, -0.9530, -0.4849, 0.2155, -0.6875, -0.5968, 0.6225, 0.8054, 0.4486, 0.2136, 0.3130, 0.3446, 0.2608, 0.6030, 0.4263, 0.3427, 0.3798, 0.3555, 0.3820, 0.3077, 0.4152, 0.3920, 0.4610, 0.4388, 0.3244, 0.4115, -0.9070, 0.3781, -0.5248]}

Please write out number 1 again, unchanged.
{"formula": "C2H2N2O2S", "method": "ωB97M-V/def2-TZVPD", "total_charge": 0, "gap_ev": [5.13, 5.13], "spin_multiplicity": 1, "homo_ev": [-8.048, -8.049], "e_above_lowest_kj_mol": 504.3, "species": ["C", "C", "N", "N", "O", "O", "S", "H", "H"], "xyz": [[-0.4407, 1.2920, 0.1597], [0.6622, 0.2033, -0.0278], [-1.5701, 0.8400, -0.0256], [0.1042, -1.0189, 0.0432], [1.7834, 0.5709, -0.3053], [0.8853, -2.1385, 0.0858], [-2.7763, -0.0961, -0.0538], [-0.3094, 2.3155, 0.5242], [1.6614, -1.9681, -0.4005]], "forces_ev_per_a": [[-0.01, -0.51, 0.54], [0.22, -2.32, -0.05], [-1.69, -0.46, -0.17], [-1.39, 1.77, 0.52], [1.16, 0.61, -0.21], [-1.15, 0.08, 0.73], [0.40, 0.63, -0.03], [0.40, -0.35, -0.35], [2.06, 0.55, -0.98]], "mulliken_charge": [-0.1188, 0.5480, 0.0580, -0.3554, -0.6179, -0.3419, 0.1467, 0.3596, 0.3217]}

Q: Number 2 is which compound?
A: C36H29F11N9O3Re